[1]
Molecular formula: C28H50F6N4P
Method: DFT, the ωB97M-V functional and the def2-TZVPD basis

```
89
Properties=species:S:1:pos:R:3:forces:R:3
P -0.246 -0.354 0.755 -0.758 0.324 0.016
F 0.544 -0.545 2.135 0.670 -0.005 0.210
F -0.020 -1.895 0.423 -0.654 -0.432 -0.318
F -0.442 1.207 1.125 0.585 0.917 -0.359
F -1.644 -0.608 1.503 -0.141 -0.691 -0.176
F 1.114 -0.058 -0.082 0.114 0.591 0.288
F -1.115 -0.056 -0.646 0.403 -0.542 0.140
N 2.856 3.855 1.401 0.518 -0.001 -0.625
N -8.665 -1.058 -6.251 1.182 0.142 -0.465
N 3.992 -3.518 1.481 1.585 -0.097 -1.836
N -4.410 1.568 -1.295 1.358 1.044 0.536
C -5.716 1.768 -1.222 -1.457 0.662 1.708
C -9.543 -1.623 -7.305 -1.946 0.869 -0.376
C -4.682 0.489 -3.355 0.952 -0.794 -1.581
C -7.018 0.090 -4.348 1.291 -1.035 -0.828
C -6.536 1.288 -2.222 -0.268 0.373 0.046
C 5.049 3.644 0.177 -0.984 -0.393 2.409
C 4.382 -2.504 0.399 -0.359 1.024 1.726
C 3.362 -5.186 -0.166 -1.507 2.132 0.330
C 2.064 2.880 5.075 0.484 1.173 -0.856
C -9.102 -0.917 -4.972 -1.269 -0.518 -1.009
C -8.273 -0.384 -3.992 0.146 0.602 -1.725
C 4.000 2.753 -0.457 1.271 -2.246 0.768
C 3.792 -2.840 2.804 -0.364 0.453 -0.573
C 2.998 2.482 0.682 2.147 1.886 0.274
C 4.801 -5.366 0.179 2.190 -0.367 -0.340
C -3.879 1.026 -2.374 -0.021 -1.696 -0.909
C -3.364 2.029 -0.309 -0.639 -0.201 -0.194
C 3.350 -2.690 5.198 0.814 -0.502 0.209
C 2.797 3.819 2.935 0.892 1.513 -0.939
C -6.047 0.615 -3.325 -0.803 0.376 0.303
C 5.033 -4.647 1.462 -1.145 1.368 0.801
C -7.414 -0.635 -6.647 -1.701 0.123 2.088
C 3.279 -3.645 4.003 1.317 -0.954 0.324
C 2.787 -4.227 0.955 0.544 -1.354 1.509
C 1.642 3.239 3.616 -2.061 -1.136 1.111
C 4.169 4.566 1.054 0.415 1.240 -0.393
C 1.712 4.627 0.821 0.139 0.354 2.028
C -6.599 -0.074 -5.685 0.130 0.309 -0.285
H 1.145 2.796 5.620 -0.123 -0.063 0.768
H 6.017 -4.266 1.661 0.417 0.222 -0.038
H 5.660 4.175 -0.500 0.493 0.715 -0.769
H 2.849 4.874 3.265 0.021 -0.241 -0.480
H 4.473 1.801 -0.844 -0.661 0.791 0.671
H -8.610 -0.109 -3.046 -0.933 -0.388 1.474
H 1.579 5.498 1.456 0.456 0.550 -0.221
H 4.709 -2.201 2.953 -0.976 -0.846 0.296
H -6.110 2.296 -0.295 0.575 -0.782 -1.437
H -2.816 0.838 -2.380 0.090 0.215 0.013
H -9.891 -2.619 -7.068 -0.333 0.014 0.739
H -7.238 -0.681 -7.695 0.468 -0.156 -0.474
H 3.070 -1.674 4.972 -0.069 0.393 -0.251
H 3.769 3.447 3.225 0.110 -0.775 0.144
H 4.677 -5.195 2.287 0.133 -1.142 1.110
H 3.224 -4.774 -1.149 -0.048 0.229 -0.454
H 4.477 -3.008 -0.566 0.074 0.304 0.346
H -5.656 0.326 -6.034 0.103 -0.061 0.162
H 0.774 4.146 0.998 -0.397 -1.024 -0.479
H 4.598 4.953 1.992 0.095 -0.429 -0.517
H 2.532 -4.902 1.810 -0.254 0.525 -0.728
H 2.926 -2.213 2.595 0.252 0.718 -0.062
H 1.934 4.908 -0.175 -0.072 0.030 -0.957
H 2.763 3.641 5.495 -0.788 -0.413 -0.032
H -9.067 -1.808 -8.254 0.841 0.548 -0.109
H 3.553 -1.766 0.419 0.449 -0.405 -0.458
H -4.211 -0.083 -4.160 0.024 0.352 0.303
H 2.063 2.138 0.411 -1.889 -0.857 -0.425
H 5.299 -1.957 0.739 -0.602 -0.762 -0.516
H 3.497 1.865 1.400 -0.022 -0.651 0.448
H -10.410 -0.901 -7.512 1.188 -1.159 0.519
H 3.609 3.183 -1.326 -1.048 0.941 -1.155
H 2.594 1.940 5.068 0.098 -0.349 0.080
H -10.194 -1.230 -4.882 1.708 0.444 0.452
H 3.957 5.452 0.450 -0.420 -0.052 0.222
H 5.711 3.126 0.882 -0.058 -0.385 -0.455
H 4.372 -2.719 5.620 -0.375 0.308 -0.401
H 5.100 -6.404 0.346 -0.131 0.047 -0.302
H -3.157 3.070 -0.489 0.324 0.308 -0.533
H 1.287 2.256 3.228 0.088 0.828 -0.351
H 5.527 -4.938 -0.548 -0.777 -0.505 0.037
H 0.759 3.970 3.655 1.221 -1.078 -0.240
H 2.735 -3.009 6.005 -0.705 -0.368 0.548
H -2.528 1.346 -0.489 -0.007 0.501 0.641
H 2.003 -3.473 0.877 -0.146 -0.358 -0.827
H -7.583 1.460 -2.225 -0.707 0.404 0.661
H 2.758 -6.047 -0.121 -0.437 -1.316 -0.015
H 3.886 -4.528 4.278 0.234 0.465 -0.320
H 2.318 -4.136 3.829 -0.297 0.812 -0.121
H -3.742 2.017 0.695 -0.251 -0.616 0.456
```
Forces are in eV/Å.

The multiplicity is 1. The calculation puts the HOMO-LUMO gap at 8.45 eV. For the calculated total energy, the calculation gives -61382.709 eV. Its total charge is +3.

Taken from the Löwdin analysis, the atomic charges in e are: 0.140 -0.156 -0.138 -0.180 -0.146 -0.174 -0.215 -0.225 -0.076 -0.295 -0.054 0.032 0.023 0.052 -0.093 0.041 -0.129 0.043 -0.116 -0.071 0.050 0.057 -0.140 -0.130 -0.046 -0.164 0.014 0.073 -0.085 -0.177 -0.119 -0.089 0.053 -0.218 -0.064 -0.237 -0.092 0.028 0.052 0.074 0.144 0.111 0.149 0.144 0.109 0.114 0.160 0.189 0.149 0.109 0.144 0.068 0.133 0.110 0.113 0.101 0.135 0.096 0.135 0.138 0.122 0.101 0.097 0.097 0.107 0.145 0.081 0.123 0.131 0.150 0.098 0.069 0.187 0.132 0.125 0.097 0.138 0.111 0.117 0.135 0.144 0.072 0.064 0.131 0.121 0.106 0.118 0.114 0.109

[2]
Molecular formula: C28H50N3O3ReSSi2Te
Method: DFT, the ωB97M-V functional and the def2-TZVPD basis

```
89
Properties=species:S:1:pos:R:3:forces:R:3
Re -1.329 -0.012 0.239 -0.698 2.245 0.446
Te 1.202 1.106 0.538 0.560 -0.614 0.308
S -1.442 3.151 2.287 -0.005 -0.176 0.092
Si 3.668 -1.595 -0.046 0.330 0.137 0.126
Si 2.822 3.551 -0.956 -0.003 0.309 -0.156
O -1.504 3.364 -2.071 0.053 0.007 0.241
O -1.236 1.930 -0.383 -0.115 -1.440 0.519
O -1.245 -2.183 0.946 -0.010 1.124 -0.462
N -1.457 -0.124 -1.928 -0.178 -0.317 0.504
N -1.613 -0.021 2.580 0.318 -0.171 -0.714
N -3.535 0.919 0.752 0.546 -0.820 -0.459
C -1.467 1.055 -2.552 0.022 0.166 -0.184
C 1.522 4.787 -0.401 0.157 -0.506 -0.044
C -1.543 1.228 -3.927 0.049 -0.075 0.068
C 3.383 -1.358 -1.893 0.061 -0.028 0.306
C -2.257 -3.152 1.350 -0.405 -0.447 0.351
C -1.815 -2.341 -4.891 -0.008 -0.092 -0.032
C -3.039 0.020 3.024 -0.371 0.031 -0.106
C 1.998 1.792 -1.284 -0.015 0.599 0.038
C 3.065 -3.306 0.466 0.034 0.143 -0.083
C -0.104 -4.018 1.962 -0.167 0.057 0.030
C -1.606 -1.255 -2.706 0.034 -0.440 -0.164
C -1.624 0.112 -4.724 -0.065 0.022 0.036
C 4.038 3.281 0.458 -0.050 -0.058 -0.424
C 2.767 -0.252 1.055 -0.067 -0.224 -0.212
C -0.746 0.726 3.542 0.222 0.390 0.284
C -1.883 -3.563 -4.285 -0.021 -0.035 -0.129
C 3.540 4.021 -2.626 0.046 -0.222 0.495
C -1.677 -1.160 -4.127 0.066 0.118 0.295
C -3.807 2.379 0.858 0.254 0.495 0.166
C -1.840 -3.652 -2.881 0.037 0.156 0.038
C 0.009 -2.935 0.880 0.454 -0.238 0.104
C -1.122 2.189 3.792 -0.195 0.043 -0.489
C -4.045 0.122 1.879 0.033 -0.261 0.136
C -1.566 -3.925 2.459 0.121 0.122 -0.147
C 5.455 -1.356 0.493 -0.479 -0.167 -0.246
C -3.260 3.083 2.101 0.310 -0.163 -0.168
C -1.405 2.247 -1.663 0.016 0.224 -0.536
C -1.705 -2.526 -2.114 -0.060 0.046 0.132
H 1.971 5.777 -0.302 0.089 -0.029 0.038
H 2.748 1.081 -1.622 -0.111 -0.136 0.047
H 4.472 4.236 0.757 -0.031 0.031 0.018
H -4.892 2.531 0.865 -0.006 -0.196 -0.026
H 2.773 4.052 -3.401 -0.051 0.004 0.028
H -3.273 -0.874 3.604 0.084 0.008 0.074
H -1.626 -3.383 3.405 -0.018 0.009 0.000
H -3.434 2.862 -0.043 0.057 -0.032 0.046
H -4.019 0.614 -0.091 -0.247 0.048 0.111
H -4.272 -0.874 1.495 -0.086 0.048 -0.025
H 5.544 -1.450 1.576 0.017 -0.001 0.018
H 2.798 -3.375 1.522 0.061 0.023 0.024
H 1.209 1.880 -2.028 -0.036 -0.013 -0.031
H 0.603 -3.855 2.772 -0.010 0.005 0.008
H -1.673 0.207 -5.802 0.006 -0.033 -0.013
H -1.878 -2.256 -5.968 0.031 0.005 -0.009
H -3.162 -2.625 1.646 0.103 0.069 -0.006
H 1.097 4.516 0.568 -0.051 0.066 0.048
H 4.870 2.629 0.184 -0.009 -0.046 0.003
H 3.548 2.866 1.344 0.009 0.066 0.044
H -3.679 2.667 3.014 -0.128 0.164 0.045
H 0.713 4.874 -1.120 -0.196 0.010 -0.130
H -1.922 -4.621 -2.406 -0.015 -0.021 -0.016
H -1.531 2.237 -4.316 -0.024 -0.003 -0.011
H -2.491 -3.806 0.506 0.054 0.136 -0.081
H 0.104 -4.996 1.537 0.017 0.003 -0.015
H 3.879 -4.016 0.306 0.027 0.008 -0.035
H 4.000 -0.566 -2.321 -0.014 0.034 0.022
H 3.981 5.017 -2.554 0.014 0.024 -0.021
H -0.765 0.223 4.514 -0.052 -0.197 -0.107
H 6.080 -2.128 0.042 0.059 0.016 -0.001
H -2.020 -4.901 2.608 -0.013 -0.006 0.000
H 5.852 -0.384 0.197 -0.005 0.021 -0.011
H -4.976 0.538 2.274 -0.032 -0.035 -0.076
H -0.272 2.675 4.270 -0.019 -0.053 0.100
H 3.546 0.467 1.335 -0.039 0.032 0.007
H -1.714 -2.590 -1.036 0.027 -0.056 -0.225
H 2.456 -0.727 1.990 -0.023 0.076 0.044
H -1.308 -0.987 2.672 -0.044 0.039 0.118
H 0.276 0.670 3.172 0.005 -0.031 0.019
H -3.159 0.863 3.694 0.055 -0.052 0.003
H 3.666 -2.279 -2.406 -0.005 -0.034 0.010
H -1.987 -4.462 -4.875 -0.009 0.010 -0.020
H 4.326 3.333 -2.942 0.013 0.006 -0.035
H 0.100 -3.372 -0.116 -0.109 0.162 -0.004
H 2.335 -1.157 -2.133 -0.025 -0.031 -0.024
H 0.822 -2.228 1.037 -0.150 0.020 -0.019
H -3.572 4.125 2.039 -0.165 -0.050 0.022
H 2.223 -3.653 -0.135 0.113 -0.028 -0.024
H -1.969 2.298 4.467 0.075 -0.002 0.106
```
Forces are in eV/Å.

The multiplicity is 4. The calculation puts the HOMO-LUMO gap (alpha / beta) at 6.26 / 5.69 eV. For the energy above the lowest of the compared OMol25 structures with the same formula, charge and spin, the calculation gives 64.7 kcal/mol. For the calculated total energy, the calculation gives -76449.852 eV. The expectation value of S² is 3.83. Its total charge is +3.

Taken from the Löwdin analysis, the atomic charges in e are: 1.572 1.489 0.913 0.503 0.473 0.187 -0.414 -0.401 0.005 -0.145 -0.124 -0.186 -0.160 0.062 -0.175 -0.138 0.023 -0.146 -0.466 -0.168 -0.103 -0.168 0.085 -0.175 -0.514 -0.252 -0.014 -0.155 -0.118 -0.206 -0.013 -0.170 -0.436 -0.166 -0.106 -0.160 -0.400 -0.570 -0.027 0.055 -0.007 0.053 0.145 0.043 0.144 0.120 0.111 0.132 0.111 0.049 0.037 0.015 0.124 0.150 0.139 0.114 0.015 0.041 0.009 0.076 0.031 0.126 0.147 0.140 0.134 0.058 0.039 0.051 0.144 0.050 0.139 0.040 0.149 0.095 0.001 0.056 0.008 0.087 0.059 0.098 0.050 0.132 0.041 0.119 0.019 0.072 0.096 0.022 0.087